(1)
Below is a structure of composition C47H38N8O4RuSSeSi, with properties calculated with the ωB97M-V functional and the def2-TZVPD basis.

Atoms and positions in Å:
1 Ru -0.499 -0.331 1.260
2 N -2.389 -1.974 -2.648
3 C -1.481 -1.702 -1.689
4 N -1.758 -1.093 -0.579
5 C -3.065 -0.666 -0.367
6 N -3.360 -0.033 0.737
7 N -2.427 0.169 1.601
8 C -2.662 0.964 2.650
9 C -1.584 1.282 3.478
10 C -1.640 2.223 4.533
11 C -0.512 2.480 5.264
12 C 0.671 1.793 4.960
13 C 0.665 0.887 3.917
14 N -0.410 0.648 3.183
15 C -4.077 -0.885 -1.368
16 C -5.388 -0.436 -1.218
17 C -6.321 -0.685 -2.206
18 C -5.959 -1.377 -3.355
19 C -4.653 -1.816 -3.529
20 C -3.715 -1.568 -2.541
21 H -2.087 -2.449 -3.488
22 H -0.472 -2.029 -1.880
23 H -3.654 1.366 2.787
24 H -2.562 2.749 4.723
25 H -0.522 3.204 6.065
26 H 1.576 1.967 5.519
27 H 1.562 0.338 3.655
28 H -5.632 0.101 -0.316
29 H -7.337 -0.347 -2.081
30 H -6.697 -1.577 -4.115
31 H -4.365 -2.349 -4.422
32 O 1.401 -2.299 -2.573
33 S 1.803 -2.644 -1.235
34 O 1.522 -3.995 -0.824
35 N 1.143 -1.609 -0.132
36 C 2.074 -0.882 0.456
37 O 1.777 -0.067 1.352
38 C 3.460 -1.155 0.012
39 C 4.626 -0.538 0.439
40 C 5.822 -0.962 -0.121
41 C 5.850 -1.980 -1.065
42 C 4.680 -2.604 -1.489
43 C 3.501 -2.169 -0.933
44 H 4.586 0.244 1.181
45 H 6.746 -0.498 0.183
46 H 6.795 -2.292 -1.479
47 H 4.691 -3.400 -2.218
48 O -0.576 1.786 0.357
49 Si -0.132 3.104 -0.327
50 C -0.808 3.072 -2.141
51 C -2.084 2.572 -2.338
52 C -2.551 2.355 -3.623
53 C -1.742 2.644 -4.708
54 C -0.477 3.168 -4.510
55 C -0.009 3.394 -3.224
56 C -1.045 4.650 0.389
57 C -2.180 4.433 1.152
58 C -2.835 5.509 1.729
59 C -2.363 6.795 1.539
60 C -1.228 7.008 0.776
61 C -0.576 5.935 0.186
62 C 1.744 3.361 -0.304
63 C 2.370 4.288 0.520
64 C 3.750 4.379 0.563
65 C 4.526 3.535 -0.214
66 C 3.913 2.601 -1.033
67 C 2.533 2.511 -1.072
68 H -2.706 2.336 -1.487
69 H -3.545 1.961 -3.774
70 H -2.101 2.470 -5.712
71 H 0.153 3.397 -5.357
72 H 0.981 3.801 -3.078
73 H -2.539 3.427 1.303
74 H -3.718 5.344 2.326
75 H -2.885 7.634 1.975
76 H -0.850 8.009 0.635
77 H 0.298 6.112 -0.425
78 H 1.772 4.942 1.137
79 H 4.220 5.108 1.206
80 H 5.604 3.612 -0.189
81 H 4.513 1.941 -1.644
82 H 2.056 1.774 -1.706
83 C -1.538 -5.260 0.883
84 N -0.168 -5.093 1.269
85 C 0.356 -4.048 1.935
86 Se -0.553 -2.628 2.692
87 N 1.674 -4.284 2.123
88 C 2.021 -5.474 1.530
89 C 3.231 -6.136 1.398
90 C 3.210 -7.343 0.719
91 C 2.030 -7.873 0.197
92 C 0.818 -7.217 0.328
93 C 0.833 -5.999 0.994
94 H -2.073 -4.325 1.046
95 H -2.002 -6.045 1.485
96 H -1.595 -5.535 -0.171
97 H 2.297 -3.646 2.588
98 H 4.147 -5.725 1.794
99 H 4.132 -7.888 0.589
100 H 2.067 -8.813 -0.334
101 H -0.091 -7.632 -0.079

Properties
**Multiplicity**: 2
**Gap between HOMO and LUMO (spin up / spin down)**: 5.970 / 5.922 eV
**Total charge**: +1
**Energy relative to the best compared isomer or geometry (same formula, charge and spin)**: 0.00 kcal/mol
**HOMO level (spin up / spin down)**: -10.01 / -10.01 eV
**Energy**: -5736.7600 a.u.



(2)
Below is a structure of composition C47H39CrF3NO2P2, with properties calculated with the ωB97M-V functional and the def2-TZVPD basis.

Atoms and positions in Å:
1 Cr 1.508 0.408 -0.081
2 C -4.686 -0.631 -0.318
3 C -3.908 -0.103 0.904
4 C -4.879 0.118 2.067
5 C -2.843 -1.124 1.271
6 C -3.143 -2.259 2.018
7 C -2.202 -3.239 2.273
8 C -0.929 -3.127 1.752
9 C -0.590 -2.005 1.009
10 P 0.952 -1.926 0.035
11 C 2.208 -2.987 0.797
12 C 2.380 -3.129 2.171
13 C 3.461 -3.843 2.659
14 C 4.376 -4.412 1.787
15 C 4.223 -4.251 0.418
16 C 3.158 -3.523 -0.074
17 C 0.292 -2.979 -1.308
18 C 0.268 -4.367 -1.215
19 C -0.401 -5.104 -2.173
20 C -1.065 -4.464 -3.208
21 C -1.024 -3.084 -3.311
22 C -0.343 -2.341 -2.366
23 C -1.544 -1.001 0.786
24 O -1.133 0.081 0.031
25 C -1.953 1.193 -0.016
26 C -1.393 2.349 -0.584
27 C -2.108 3.542 -0.573
28 C -3.379 3.567 -0.031
29 C -3.950 2.403 0.452
30 C -3.256 1.196 0.471
31 P 0.295 2.227 -1.251
32 C 0.047 1.690 -2.971
33 C -1.048 0.908 -3.339
34 C -1.131 0.392 -4.620
35 C -0.134 0.657 -5.545
36 C 0.956 1.433 -5.183
37 C 1.064 1.926 -3.898
38 C 0.829 3.964 -1.331
39 C 0.772 4.763 -2.468
40 C 1.235 6.066 -2.415
41 C 1.740 6.584 -1.232
42 C 1.775 5.797 -0.089
43 C 1.342 4.486 -0.145
44 H -5.220 -1.544 -0.073
45 H -4.011 -0.844 -1.143
46 H -5.408 0.111 -0.649
47 H -5.361 -0.813 2.341
48 H -5.668 0.808 1.789
49 H -4.356 0.511 2.935
50 H -4.142 -2.400 2.396
51 H -2.471 -4.105 2.857
52 H -0.205 -3.913 1.902
53 H 1.671 -2.685 2.857
54 H 3.600 -3.951 3.725
55 H 5.209 -4.975 2.177
56 H 4.939 -4.682 -0.265
57 H 3.047 -3.372 -1.140
58 H 0.777 -4.868 -0.405
59 H -0.409 -6.181 -2.108
60 H -1.616 -5.042 -3.933
61 H -1.518 -2.583 -4.129
62 H -0.287 -1.263 -2.442
63 H -1.665 4.441 -0.980
64 H -3.927 4.496 0.003
65 H -4.958 2.444 0.826
66 H -1.829 0.701 -2.618
67 H -1.974 -0.228 -4.890
68 H -0.193 0.251 -6.543
69 H 1.733 1.637 -5.902
70 H 1.939 2.490 -3.600
71 H 0.359 4.377 -3.388
72 H 1.199 6.680 -3.303
73 H 2.110 7.597 -1.201
74 H 2.145 6.203 0.841
75 H 1.388 3.849 0.731
76 C 4.623 1.259 -0.747
77 C 3.243 0.720 -0.828
78 O 2.739 0.180 -1.809
79 H 5.172 1.109 -1.679
80 H 5.161 0.791 0.079
81 H 4.566 2.323 -0.517
82 F -0.657 -0.298 6.287
83 C 0.648 -0.183 5.994
84 F 1.146 0.743 6.838
85 F 1.230 -1.347 6.326
86 C 0.876 0.162 4.560
87 C 2.051 -0.219 3.906
88 C 2.249 0.153 2.601
89 N 1.342 0.883 1.872
90 C 0.248 1.312 2.556
91 C -0.030 0.977 3.853
92 H 2.807 -0.785 4.426
93 H 3.185 -0.084 2.110
94 H -0.426 1.958 2.004
95 H -0.915 1.345 4.346

Properties
**Multiplicity**: 5
**Gap between HOMO and LUMO (spin up / spin down)**: 6.219 / 7.790 eV
**Total charge**: +1
**HOMO level (spin up / spin down)**: -9.28 / -10.98 eV
**Energy**: -4046.2724 a.u.



(3)
Below is a structure of composition C47H39CrIN7O8, with properties calculated with the ωB97M-V functional and the def2-TZVPD basis.

Atoms and positions in Å:
1 Cr 0.394 -0.236 -0.356
2 C -0.146 3.585 -2.447
3 O -0.675 3.631 -1.094
4 C -0.446 2.448 -0.562
5 N 0.110 1.543 -1.302
6 C 0.410 2.142 -2.606
7 C -0.172 1.372 -3.768
8 C 0.534 1.319 -4.965
9 C 0.007 0.654 -6.064
10 C -1.226 0.025 -5.967
11 C -1.935 0.075 -4.773
12 C -1.413 0.752 -3.680
13 C -0.744 2.116 0.811
14 C -1.191 2.954 1.821
15 C -1.281 2.449 3.110
16 C -0.910 1.127 3.360
17 C -0.488 0.346 2.305
18 N -0.424 0.822 1.040
19 C -0.085 -1.054 2.335
20 N 0.238 -1.638 1.234
21 C 0.411 -3.069 1.522
22 C 0.415 -3.084 3.070
23 O -0.091 -1.771 3.442
24 C 1.636 -3.698 0.908
25 C 2.756 -2.942 0.581
26 C 3.889 -3.565 0.072
27 C 3.911 -4.942 -0.104
28 C 2.795 -5.699 0.225
29 C 1.660 -5.079 0.725
30 H 0.627 4.346 -2.520
31 H -0.953 3.807 -3.141
32 H 1.496 2.178 -2.719
33 H 1.497 1.814 -5.042
34 H 0.553 0.638 -6.998
35 H -1.643 -0.492 -6.821
36 H -2.907 -0.397 -4.701
37 H -1.980 0.804 -2.759
38 H -1.443 3.980 1.592
39 H -1.623 3.081 3.918
40 H -0.949 0.709 4.356
41 H -0.474 -3.591 1.144
42 H 1.422 -3.187 3.475
43 H -0.237 -3.835 3.505
44 H 2.755 -1.873 0.747
45 H 4.764 -2.972 -0.163
46 H 4.801 -5.432 -0.479
47 H 2.810 -6.774 0.101
48 H 0.789 -5.672 0.978
49 I -5.531 -2.063 -0.565
50 C -3.493 -1.936 -0.869
51 C -2.651 -2.910 -1.359
52 N -1.415 -2.379 -1.373
53 N -1.403 -1.117 -0.917
54 C -2.662 -0.841 -0.600
55 H -2.858 -3.912 -1.694
56 H -0.542 -2.814 -1.624
57 H -2.941 0.123 -0.204
58 O 3.011 2.110 -0.455
59 C 2.954 1.254 0.436
60 O 2.110 0.284 0.466
61 C 3.940 1.272 1.569
62 C 3.852 0.343 2.603
63 C 4.781 0.351 3.628
64 C 5.792 1.294 3.595
65 C 5.897 2.234 2.587
66 C 4.958 2.221 1.570
67 N 6.796 1.297 4.680
68 O 6.626 0.518 5.592
69 O 7.732 2.056 4.565
70 H 3.051 -0.383 2.594
71 H 4.739 -0.355 4.445
72 H 6.699 2.957 2.615
73 H 4.994 2.956 0.778
74 C 6.024 -2.883 -4.012
75 O 5.513 -1.616 -3.593
76 C 6.248 -0.517 -3.860
77 C 7.430 -0.513 -4.594
78 C 8.122 0.669 -4.798
79 C 7.658 1.870 -4.271
80 C 6.486 1.878 -3.547
81 C 5.766 0.700 -3.358
82 N 4.609 0.762 -2.541
83 C 3.491 0.115 -2.550
84 C 2.891 -0.748 -3.515
85 C 3.351 -0.955 -4.806
86 C 2.586 -1.664 -5.726
87 C 1.333 -2.179 -5.362
88 C 0.849 -1.998 -4.094
89 C 1.610 -1.293 -3.115
90 O 1.153 -1.109 -1.940
91 H 5.305 -3.619 -3.667
92 H 6.998 -3.078 -3.562
93 H 6.101 -2.933 -5.099
94 H 7.817 -1.435 -5.002
95 H 9.039 0.649 -5.371
96 H 8.211 2.786 -4.421
97 H 6.107 2.802 -3.124
98 H 4.655 1.435 -1.770
99 H 2.859 0.361 -1.706
100 H 4.299 -0.530 -5.108
101 H 2.951 -1.810 -6.734
102 H 0.736 -2.707 -6.093
103 H -0.138 -2.355 -3.833

Properties
**Multiplicity**: 2
**Gap between HOMO and LUMO (spin up / spin down)**: 5.831 / 6.187 eV
**Total charge**: +2
**HOMO level (spin up / spin down)**: -12.75 / -12.81 eV
**Energy**: -4141.3032 a.u.



(4)
Below is a structure of composition C47H40BInN10P2S2, with properties calculated with the ωB97M-V functional and the def2-TZVPD basis.

Atoms and positions in Å:
1 In -0.227 0.338 0.174
2 C -3.924 0.562 -2.318
3 C -2.816 -0.106 -1.815
4 N -2.160 0.655 -0.942
5 N -2.816 1.854 -0.901
6 C -3.883 1.801 -1.716
7 B -2.576 2.821 0.295
8 N -2.803 1.961 1.571
9 C -3.886 1.910 2.367
10 C -3.707 0.893 3.277
11 C -2.467 0.348 2.940
12 N -1.927 0.985 1.904
13 N -1.116 3.370 0.296
14 C -0.726 4.655 0.261
15 C 0.654 4.698 0.306
16 C 1.041 3.362 0.348
17 N -0.029 2.571 0.330
18 N -3.494 4.027 0.317
19 C -3.678 4.847 1.388
20 C -4.445 5.905 0.979
21 C -4.692 5.643 -0.384
22 N -4.119 4.523 -0.778
23 H -4.635 0.206 -3.043
24 H -2.449 -1.081 -2.080
25 H -4.529 2.659 -1.800
26 H -4.711 2.591 2.238
27 H -4.374 0.590 4.065
28 H -1.955 -0.470 3.417
29 H -1.443 5.456 0.213
30 H 1.282 5.572 0.305
31 H 2.032 2.941 0.365
32 H -3.224 4.635 2.343
33 H -4.781 6.740 1.567
34 H -5.261 6.228 -1.090
35 S 2.533 -2.218 0.526
36 P 2.940 -0.826 -0.793
37 C 1.501 0.155 -1.281
38 P 0.887 -0.001 -2.944
39 S -0.055 -1.727 -2.993
40 C 2.132 0.162 -4.263
41 C 2.878 1.336 -4.383
42 C 3.721 1.522 -5.463
43 C 3.817 0.540 -6.443
44 C 3.080 -0.627 -6.327
45 C 2.239 -0.820 -5.238
46 C -0.169 1.438 -3.283
47 C -1.307 1.279 -4.064
48 C -2.062 2.385 -4.426
49 C -1.685 3.653 -4.009
50 C -0.541 3.819 -3.238
51 C 0.214 2.714 -2.878
52 C 4.107 0.422 -0.166
53 C 4.991 0.065 0.848
54 C 5.937 0.977 1.295
55 C 6.006 2.245 0.733
56 C 5.134 2.603 -0.286
57 C 4.190 1.689 -0.736
58 C 3.807 -1.580 -2.197
59 C 4.882 -0.954 -2.825
60 C 5.554 -1.598 -3.853
61 C 5.155 -2.863 -4.258
62 C 4.084 -3.489 -3.636
63 C 3.412 -2.853 -2.604
64 H 2.799 2.116 -3.636
65 H 4.295 2.435 -5.549
66 H 4.468 0.690 -7.295
67 H 3.158 -1.396 -7.085
68 H 1.664 -1.732 -5.143
69 H -1.597 0.285 -4.386
70 H -2.951 2.256 -5.029
71 H -2.281 4.514 -4.282
72 H -0.237 4.808 -2.920
73 H 1.107 2.846 -2.282
74 H 4.918 -0.921 1.289
75 H 6.622 0.698 2.085
76 H 6.748 2.952 1.082
77 H 5.196 3.587 -0.734
78 H 3.522 1.954 -1.548
79 H 5.207 0.027 -2.505
80 H 6.393 -1.111 -4.333
81 H 5.683 -3.363 -5.060
82 H 3.779 -4.481 -3.945
83 H 2.594 -3.344 -2.096
84 C 2.285 0.670 3.948
85 C 1.990 -0.492 4.635
86 C 1.112 -1.406 4.075
87 C 0.551 -1.135 2.838
88 N 0.828 0.001 2.192
89 C 1.674 0.878 2.726
90 C -0.334 -2.106 2.133
91 C -0.710 -3.307 2.709
92 C -1.469 -4.207 1.977
93 C -1.815 -3.893 0.676
94 C -1.416 -2.669 0.172
95 N -0.722 -1.788 0.889
96 H 2.977 1.402 4.340
97 H 2.446 -0.697 5.594
98 H 0.896 -2.325 4.595
99 H 1.871 1.771 2.151
100 H -0.412 -3.556 3.715
101 H -1.770 -5.148 2.417
102 H -2.374 -4.577 0.054
103 H -1.625 -2.394 -0.851

Properties
**Multiplicity**: 2
**Gap between HOMO and LUMO (spin up / spin down)**: 7.332 / 6.714 eV
**Total charge**: +1
**Energy relative to the best compared isomer or geometry (same formula, charge and spin)**: 0.00 kcal/mol
**HOMO level (spin up / spin down)**: -10.33 / -10.38 eV
**Energy**: -4056.6814 a.u.